This record from the Open Molecules 2025 dataset describes C47H46FeN5O3Sb as an isolated structure. The level of theory is ωB97M-V/def2-TZVPD.

Each line ends with the Löwdin spin population.
Geometry (Å):
Fe (-0.33537, 0.55130, 1.09598)  3.60
C (1.38560, -8.29649, -1.15052)  0.00
O (0.03846, -8.64883, -1.43594)  0.00
C (-0.93108, -7.94019, -0.80336)  0.00
C (-0.68348, -6.99196, 0.18387)  0.00
C (-1.74515, -6.30261, 0.76123)  0.00
C (-3.05153, -6.55421, 0.37300)  0.00
C (-3.28750, -7.54781, -0.56991)  0.00
C (-2.24041, -8.22171, -1.17198)  0.00
N (-4.22420, -5.96794, 1.00564)  0.00
N (-4.28227, -4.76867, 1.32326)  0.00
C (-3.25167, -3.84005, 0.92538)  0.01
C (-2.73477, -3.78272, -0.34236)  0.00
C (-1.74706, -2.85278, -0.70955)  0.01
C (-1.22926, -1.95519, 0.20805)  0.00
O (-0.28063, -1.10870, -0.05889)  0.05
C (-1.79768, -1.98310, 1.52580)  0.00
N (-1.27497, -1.08745, 2.40264)  0.03
C (-1.69901, -1.09470, 3.64021)  0.01
C (-2.70361, -1.96882, 4.09938)  0.00
C (-3.25782, -2.86141, 3.22645)  0.00
C (-2.80645, -2.89695, 1.88361)  0.00
H (2.00547, -8.91794, -1.78899)  0.00
H (1.63790, -8.49411, -0.10704)  0.00
H (1.57756, -7.24423, -1.37366)  0.00
H (0.32477, -6.77279, 0.50984)  0.00
H (-1.53949, -5.57725, 1.53722)  0.00
H (-4.31385, -7.76907, -0.84289)  0.00
H (-2.41615, -8.98221, -1.92674)  0.00
H (-3.11437, -4.47606, -1.08561)  0.00
H (-1.35111, -2.83510, -1.71966)  0.00
H (-1.22709, -0.39153, 4.32242)  0.00
H (-3.02009, -1.92264, 5.13456)  0.00
H (-4.03720, -3.54796, 3.53479)  0.00
N (0.34445, 2.80425, 4.60902)  0.00
C (-0.29223, 2.02259, 3.70210)  0.00
N (0.54296, 1.35186, 2.95463)  0.03
C (1.82060, 1.71004, 3.39032)  0.00
C (3.07246, 1.28131, 2.95364)  0.00
C (4.18316, 1.81467, 3.57427)  0.00
C (4.06219, 2.74902, 4.61802)  0.00
C (2.82630, 3.16955, 5.06966)  0.00
C (1.71352, 2.62680, 4.43149)  0.00
H (-0.09845, 3.41180, 5.27133)  0.00
H (-1.37237, 1.98546, 3.60195)  0.00
H (3.16113, 0.55442, 2.15626)  0.00
H (5.17129, 1.50527, 3.25602)  0.00
H (4.95820, 3.14463, 5.07987)  0.00
H (2.73021, 3.87771, 5.88427)  0.00
C (3.23210, 4.05696, 0.58849)  0.00
C (3.76062, 3.61000, -0.75587)  0.00
C (4.85913, 4.27892, -1.29629)  0.00
C (5.37139, 3.94843, -2.54290)  0.00
C (4.77820, 2.93530, -3.28169)  0.00
C (3.68507, 2.25524, -2.76163)  0.00
C (3.16876, 2.57688, -1.50676)  0.02
Sb (1.43739, 1.53342, -0.74015)  0.03
C (1.15106, 0.18701, -2.37095)  0.00
C (2.23610, -0.65537, -2.61314)  0.00
C (2.14423, -1.69615, -3.53044)  0.00
C (0.94797, -1.89950, -4.20454)  0.00
C (-0.14446, -1.08043, -3.94182)  0.00
C (-0.07670, -0.04530, -3.01070)  0.00
C (-1.32299, 0.74166, -2.67714)  0.00
C (0.30545, 3.34399, -1.06880)  0.00
C (-0.21383, 3.93129, 0.09120)  0.00
C (-0.85003, 5.16198, 0.05385)  0.00
C (-0.96301, 5.83280, -1.15830)  0.00
C (-0.43084, 5.26971, -2.30680)  0.00
C (0.21456, 4.03163, -2.28563)  0.00
C (0.81790, 3.52118, -3.57421)  0.00
H (3.98694, 4.62321, 1.13566)  0.00
H (2.93204, 3.21353, 1.21136)  0.00
H (2.35576, 4.69718, 0.46187)  0.00
H (5.31961, 5.07544, -0.72154)  0.00
H (6.22850, 4.48190, -2.93483)  0.00
H (5.16411, 2.66729, -4.25762)  0.00
H (3.22553, 1.47509, -3.35587)  0.00
H (3.17127, -0.50617, -2.07927)  0.00
H (2.99574, -2.34612, -3.70680)  0.00
H (0.85682, -2.70891, -4.92144)  0.00
H (-1.08763, -1.26479, -4.45127)  0.00
H (-2.19527, 0.31423, -3.17441)  0.00
H (-1.24300, 1.78431, -2.97993)  0.00
H (-1.51362, 0.72799, -1.60094)  0.00
H (-0.12584, 3.42017, 1.04094)  0.00
H (-1.26302, 5.59030, 0.95891)  0.00
H (-1.45924, 6.79604, -1.20642)  0.00
H (-0.50822, 5.80083, -3.25066)  0.00
H (0.13715, 3.68835, -4.41258)  0.00
H (1.05497, 2.46198, -3.53179)  0.00
H (1.74974, 4.05225, -3.79143)  0.00
C (-4.06874, 1.45961, 1.64490)  0.00
C (-3.01690, 2.26635, 0.89516)  0.02
C (-3.49945, 2.65830, -0.49058)  0.00
O (-1.82433, 1.55431, 0.81300)  0.16
H (-4.98703, 2.04200, 1.79457)  0.00
H (-3.68255, 1.15260, 2.62594)  0.00
H (-4.31105, 0.55166, 1.07750)  0.00
H (-2.85746, 3.20547, 1.45127)  0.00
H (-3.76504, 1.76235, -1.06435)  0.00
H (-2.70799, 3.19699, -1.02332)  0.00
H (-4.37977, 3.30913, -0.42087)  0.00

* LUMO level (spin up / spin down): 0.19 / 0.17 eV
* 2S+1: 5
* Kohn-Sham gap (spin up / spin down): 7.08 / 7.10 eV